A | 9
Properties=species:S:1:pos:R:3 method="wB97M-V/def2-TZVPD" total_charge=-1 orbital_gap_ha="0.190 / 0.190"
C -0.85 1.08 0.37
C -1.26 -0.37 0.44
O 3.04 -0.63 0.25
O 2.36 -2.23 -1.51
S -1.66 0.56 -1.15
S 2.00 -1.06 -0.70
H -1.53 1.75 0.99
H 0.20 1.26 0.24
H -2.29 -0.36 1.09



B | 9
Properties=species:S:1:pos:R:3 method="wB97M-V/def2-TZVPD" total_charge=-1 orbital_gap_ha=0.269
C 0.20 0.15 1.14
C -0.33 0.52 -0.07
O 0.99 -1.57 -1.34
O -1.21 -0.75 -2.07
S 1.04 1.90 1.11
S 0.20 -0.38 -1.78
H -0.57 -0.05 1.88
H 0.98 -0.67 1.23
H -1.30 0.84 -0.10



C | 9
Properties=species:S:1:pos:R:3 method="wB97M-V/def2-TZVPD" total_charge=-1 orbital_gap_ha=0.232
C 0.03 0.30 3.36
C -0.87 -1.36 -0.50
O -1.06 -0.02 3.64
O 1.17 0.09 3.50
S 0.10 1.93 1.92
S -0.26 -2.45 -1.57
H 1.27 1.71 1.60
H -0.31 -0.79 0.23
H -2.04 -1.47 -0.42



In terms of stability, C leads; the second structure lies 0.0521 hartree higher.